{"formula": "C35H55N4OP2Zn", "method": "wB97M-V/def2-TZVPD", "species": ["C", "C", "C", "C", "C", "H", "H", "H", "N", "P", "P", "C", "H", "H", "C", "O", "C", "H", "C", "C", "C", "C", "C", "H", "H", "H", "C", "H", "H", "H", "C", "H", "H", "H", "C", "H", "H", "H", "C", "H", "H", "H", "C", "H", "H", "H", "C", "H", "H", "H", "C", "H", "H", "H", "C", "H", "H", "H", "C", "H", "H", "H", "C", "H", "H", "H", "C", "H", "H", "H", "Zn", "N", "C", "C", "C", "C", "C", "H", "H", "H", "H", "H", "H", "H", "H", "H", "N", "C", "C", "C", "C", "N", "C", "C", "H", "H", "H", "H"], "coordinates": [[2.743028, 0.323583, 0.825848], [1.286661, 2.141953, 1.191365], [3.849447, 1.085966, 1.196250], [2.368584, 2.891963, 1.723600], [3.647178, 2.374790, 1.704701], [4.837983, 0.634673, 1.121905], [2.148701, 3.898285, 2.073132], [4.492448, 2.954407, 2.074349], [1.498263, 0.827715, 0.836216], [1.428274, -2.159794, 0.774338], [-1.283119, 2.242689, -0.078783], [2.927177, -1.131262, 0.373965], [3.101369, -1.149406, -0.715464], [3.832488, -1.554947, 0.832180], [-2.609741, -0.092871, -0.909511], [-3.382996, -0.601774, -1.585900], [0.024511, 2.760778, 0.978687], [-0.067790, 3.755778, 1.426499], [-0.892037, 3.229295, -1.717770], [-2.887572, 2.957586, 0.729135], [1.298356, -3.582865, -0.490001], [1.818942, -2.702972, 2.541695], [-1.613445, 2.483054, -2.848212], [-2.699933, 2.426872, -2.697589], [-1.432706, 3.011552, -3.798498], [-1.220722, 1.462731, -2.946512], [-1.328039, 4.692893, -1.645005], [-2.412615, 4.823614, -1.559645], [-0.822622, 5.217082, -0.822349], [-1.018709, 5.189533, -2.579206], [0.620336, 3.220437, -1.959721], [0.833309, 3.737108, -2.909778], [1.157645, 3.751399, -1.163941], [1.018714, 2.202078, -2.031536], [-4.032966, 2.901980, -0.298280], [-4.167740, 1.891600, -0.703199], [-4.963345, 3.189809, 0.214600], [-3.897790, 3.600277, -1.132037], [-3.262152, 2.074639, 1.925482], [-3.386253, 1.020723, 1.657354], [-2.512974, 2.137851, 2.723304], [-4.218724, 2.430475, 2.341160], [-2.710288, 4.382761, 1.259794], [-2.444392, 5.110548, 0.489464], [-3.673266, 4.706675, 1.684695], [-1.961356, 4.425882, 2.056887], [0.641515, -3.525265, 3.091179], [0.916092, -3.881880, 4.095420], [-0.266453, -2.917242, 3.183321], [0.406166, -4.405184, 2.480383], [1.998305, -1.462862, 3.430804], [2.845459, -0.842674, 3.115862], [1.093270, -0.843304, 3.457727], [2.196545, -1.806710, 4.457515], [3.121016, -3.519263, 2.588998], [3.406094, -3.637339, 3.644412], [2.999217, -4.523338, 2.173408], [3.952759, -3.021100, 2.077559], [2.162218, -3.239413, -1.707296], [3.231254, -3.189495, -1.457671], [2.041055, -4.027462, -2.467642], [1.854852, -2.289324, -2.158756], [-0.176236, -3.684097, -0.924236], [-0.531108, -2.758262, -1.395107], [-0.270134, -4.493639, -1.663125], [-0.830521, -3.923722, -0.075202], [1.744018, -4.942156, 0.056533], [2.814865, -4.959760, 0.289684], [1.163317, -5.261082, 0.930006], [1.576403, -5.692368, -0.731970], [-0.142480, -0.334838, 0.309052], [0.273704, -0.334342, -1.626238], [0.621846, 0.026682, -2.687851], [0.934410, -0.031950, -4.183655], [1.479492, 1.311881, -4.662333], [1.986864, -1.106435, -4.450843], [-0.343308, -0.384565, -4.943551], [0.737172, 2.110084, -4.535597], [2.385179, 1.578590, -4.101557], [1.738180, 1.252369, -5.728722], [1.588750, -2.103387, -4.226875], [2.279384, -1.107695, -5.510346], [2.890630, -0.926128, -3.854398], [-0.145584, -0.414198, -6.023667], [-0.704931, -1.375832, -4.639070], [-1.135560, 0.351208, -4.765775], [-5.131548, -1.782208, 5.651097], [-4.299429, -1.609785, 4.844784], [-3.282765, -1.393170, 3.845375], [-2.219352, -0.523557, 4.091908], [-1.302842, -0.277106, 3.080558], [-1.412193, -0.864185, 1.863514], [-2.394013, -1.772904, 1.645113], [-3.346062, -2.046476, 2.612363], [-2.114150, -0.015725, 5.048418], [-0.493946, 0.447427, 3.228859], [-2.418096, -2.275563, 0.672837], [-4.149441, -2.746395, 2.391124]], "atomic_forces_ev_per_a": [[0.9, 0.3, 0.1], [-1.8, 0.4, -0.6], [-0.2, -1.4, -0.4], [1.1, 0.0, 0.3], [-0.9, 0.7, 0.1], [-0.2, 0.2, 0.1], [0.2, -0.2, 0.0], [-0.2, -0.1, -0.1], [-0.3, -0.1, 0.0], [0.4, 0.1, 0.0], [1.3, 0.8, 0.3], [0.0, 0.1, -0.2], [-0.2, 0.1, 0.4], [-0.3, 0.2, -0.2], [-2.2, -2.8, -1.4], [1.3, 1.4, 1.0], [0.7, 0.2, 1.2], [0.3, -0.2, -0.2], [-0.7, -0.2, 0.7], [0.6, -0.1, -0.5], [0.3, 0.0, 0.4], [0.0, -0.3, -0.4], [0.1, 0.4, -0.2], [0.3, 0.0, 0.0], [-0.1, -0.2, 0.1], [-0.2, 0.3, 0.1], [0.1, 0.2, -0.4], [0.3, 0.0, 0.0], [-0.2, -0.2, -0.2], [-0.1, 0.0, 0.2], [0.0, 0.1, 0.0], [-0.1, -0.1, 0.2], [-0.1, -0.2, -0.2], [0.1, 0.3, 0.2], [-0.1, 0.1, 0.2], [-0.1, 0.2, 0.1], [0.1, -0.1, -0.2], [0.0, -0.2, 0.2], [0.0, 0.0, 0.1], [0.0, 0.0, -0.1], [-0.1, 0.1, -0.2], [0.2, -0.1, -0.1], [-0.3, 0.2, 0.0], [-0.1, -0.2, 0.2], [0.2, 0.0, 0.0], [-0.1, 0.0, -0.1], [0.1, -0.1, 0.1], [-0.2, 0.1, -0.2], [0.2, -0.1, 0.0], [0.0, 0.2, 0.2], [0.0, 0.1, 0.0], [-0.2, -0.1, 0.1], [0.4, -0.1, 0.0], [-0.1, 0.1, -0.3], [0.0, -0.2, 0.3], [0.0, 0.0, -0.2], [0.1, 0.3, 0.2], [-0.2, -0.1, 0.2], [0.0, -0.1, -0.2], [-0.3, 0.0, -0.1], [0.0, 0.2, 0.2], [0.2, -0.3, 0.2], [0.1, -0.1, 0.0], [0.1, -0.2, 0.1], [0.0, 0.2, 0.2], [0.1, 0.0, -0.1], [0.0, -0.3, -0.3], [-0.3, 0.0, -0.1], [0.3, 0.1, -0.2], [0.0, 0.1, 0.2], [0.5, 0.9, 1.1], [0.9, 1.4, -3.6], [-0.9, -2.5, 1.3], [0.2, 0.7, -0.1], [0.1, 0.5, 0.1], [0.3, -0.5, 0.3], [-0.6, -0.2, 0.2], [0.2, -0.2, 0.0], [-0.2, 0.0, -0.2], [-0.1, -0.1, 0.3], [0.2, 0.2, 0.0], [-0.2, 0.2, 0.3], [-0.2, -0.1, -0.1], [0.1, 0.1, 0.3], [0.0, 0.2, -0.1], [0.1, -0.2, -0.1], [2.0, 0.4, -1.9], [-1.8, -0.4, 1.8], [0.3, 0.1, -0.1], [0.0, 0.0, 0.1], [-0.3, -0.2, -0.7], [-0.5, 0.0, 0.4], [0.4, 0.6, 0.6], [-0.3, -0.2, -0.2], [-0.1, -0.1, -0.2], [-0.4, -0.2, -0.3], [0.0, 0.3, 0.4], [0.2, 0.1, 0.1]], "lowdin_charge": [-0.363, -0.373, -0.070, -0.042, -0.064, 0.108, 0.113, 0.112, 0.006, 1.122, 1.026, -0.250, 0.076, 0.080, -0.087, 0.097, -0.319, 0.051, -0.648, -0.662, -0.666, -0.669, -0.109, 0.073, 0.093, 0.026, -0.097, 0.063, 0.087, 0.092, -0.097, 0.091, 0.086, 0.045, -0.092, 0.052, 0.093, 0.065, -0.107, 0.057, 0.073, 0.097, -0.093, 0.056, 0.094, 0.075, -0.076, 0.100, 0.059, 0.065, -0.070, 0.084, 0.051, 0.102, -0.079, 0.097, 0.061, 0.075, -0.109, 0.094, 0.102, 0.026, -0.105, 0.048, 0.096, 0.073, -0.091, 0.080, 0.069, 0.097, 0.414, 0.171, -0.043, -0.559, -0.044, -0.045, -0.027, 0.071, 0.103, 0.104, 0.081, 0.107, 0.101, 0.108, 0.098, 0.082, 0.194, -0.139, -0.192, 0.017, -0.126, -0.018, -0.129, 0.018, 0.140, 0.122, 0.101, 0.136], "largest_force_ev_per_a": 4.0, "lumo_ev": -3.47, "e_tot_ev": -112185.23492, "total_charge": 1, "homo_lumo_gap_ev": 5.02, "e_homo_ev": -8.4931, "e_above_lowest_kcal_mol": 0.0}